# C4H13NO

A 2-piece molecular cluster, C4H13NO overall at a distorted geometry (ωB97M-V/def2-TZVPD, the OMol25 dataset).

<S²>: 0.754
DFT total energy (a.u.): -289.8500
HOMO (spin up / spin down) (Eh): -0.5668 / -0.5660
Energy above the lowest of the compared OMol25 structures with the same formula, charge and spin (kcal/mol): 20.18
Frontier orbital gap (spin up / spin down) (eV): 12.494 / 7.192

```
! RIJCOSX wB97M-V def2-TZVPD def2/J DEFGRID3
* xyz 1 2
C 1.50941 0.39568 -1.18310
C 0.85104 0.89791 0.12360
N -0.39337 0.15980 0.30954
C -0.38309 -0.46124 1.65470
C -1.56721 0.97014 0.02348
H 1.79213 -0.65633 -1.13851
H 0.85793 0.39953 -2.06304
H 2.42476 0.93332 -1.41328
H 0.66744 1.95578 -0.08673
H 1.65483 0.86986 0.85788
H -0.39454 0.27970 2.45785
H 0.48149 -1.10621 1.78087
H -1.28826 -1.06344 1.75074
H -1.85518 1.53500 0.92004
H -1.41714 1.73746 -0.73216
H -2.41872 0.34710 -0.24785
H -0.19270 -1.65933 -0.78253
H -0.52665 -2.99820 -1.31112
O 0.19781 -2.53652 -0.92038
*
```